Entry 1:
Below is C42H63Cl3IrN3O3PSb2 as an isolated structure at a distorted geometry, with properties calculated with wB97M-V/def2-TZVPD.

Last column: Mulliken spin population.
Cartesian coordinates (Å):
C  -0.408  -3.043  -1.165  0.0560
H  2.142  -3.917  4.090  0.0009
H  2.062  1.895  -1.163  0.0103
H  -3.239  -3.162  -0.001  -0.0019
H  1.031  2.147  -3.225  0.0435
C  1.273  3.316  1.477  0.0054
H  -1.946  2.932  2.390  0.0021
H  2.233  0.462  4.709  0.0015
C  5.401  -1.533  -4.474  -0.0010
H  3.707  2.141  -0.611  0.0007
H  4.778  -3.191  -2.421  0.0016
H  -2.546  -1.505  -3.663  0.0014
H  -5.809  -2.109  -0.422  -0.0003
H  4.870  2.537  4.955  0.0229
H  -2.525  0.663  4.037  0.0006
Ir  0.010  -0.465  0.268  1.8607
C  2.801  0.434  3.784  0.0306
H  -0.784  -1.495  5.386  0.0008
C  -3.640  -0.126  -0.084  0.0531
H  5.948  1.075  2.657  0.0052
C  3.106  1.800  -1.459  0.0005
H  -2.082  0.243  2.368  -0.0324
H  4.886  -2.296  -5.066  0.0008
H  -2.164  -2.022  0.801  0.0365
H  0.222  -1.245  -5.075  0.0060
C  -1.942  -0.028  3.418  0.0483
H  0.722  -0.606  5.607  -0.0011
C  -3.205  4.544  -3.405  0.1588
H  -0.111  1.042  3.805  0.0007
C  4.135  0.882  3.814  0.1466
C  4.628  -1.210  -3.217  0.0079
C  3.440  0.373  -1.808  0.0057
H  5.535  -0.651  -5.100  -0.0002
H  0.213  1.483  -4.729  0.0136
H  -6.468  1.561  -0.158  0.0000
H  -7.384  -0.624  0.774  -0.0001
C  -0.386  -4.548  -1.608  0.0110
H  2.753  -2.263  4.087  -0.0008
C  -4.185  1.966  -1.241  -0.0138
C  3.157  -0.647  -0.902  0.0268
C  1.841  -2.865  4.116  0.0148
Cl  1.283  -5.074  -1.844  0.0016
H  -6.433  0.226  -1.302  0.0001
H  -0.161  -4.467  2.862  -0.0009
N  -4.572  0.785  -0.488  0.0101
C  0.094  1.927  -3.733  0.3246
H  -1.091  -3.111  2.242  -0.0042
C  -5.505  -1.628  0.513  0.0009
H  2.453  -3.340  -0.002  -0.0034
H  4.113  -3.879  -0.284  0.0004
C  -3.094  3.674  -4.502  -0.0167
H  -3.838  3.690  -5.291  0.0040
H  -2.360  -1.032  3.563  0.0033
H  -3.444  -2.811  1.726  -0.0020
C  -0.132  3.796  -1.351  0.0883
H  3.313  2.473  -2.293  0.0006
Sb  -0.298  2.396  0.343  0.0893
C  -0.312  -0.517  5.277  0.0075
C  -6.323  -0.385  0.755  0.0006
C  2.984  -0.073  1.421  0.0120
H  -4.042  5.232  -3.344  -0.0030
H  -2.293  -0.042  -4.656  0.0023
O  -1.251  -2.264  -1.698  0.0456
H  1.687  -1.123  -4.046  -0.0017
O  0.393  -2.724  -0.247  0.0757
O  -2.413  0.140  -0.236  0.2831
H  2.191  2.726  1.417  0.0023
C  -3.178  -2.381  0.760  0.0408
C  -0.378  -3.406  3.009  0.0222
C  3.675  -1.934  -1.094  0.0169
C  -6.021  0.589  -0.357  0.0002
H  1.338  -2.695  5.071  0.0001
H  -3.138  0.078  -3.090  -0.0044
H  -6.053  0.051  1.719  0.0000
N  2.376  -0.388  0.276  0.5161
Cl  -1.127  -5.455  -0.277  0.0001
H  -1.904  2.182  -5.437  0.0003
P  0.573  -0.820  2.560  0.0377
H  -2.330  5.252  -1.584  0.0060
C  3.494  -3.014  -0.050  0.0073
C  -1.139  3.701  -2.444  0.1198
C  -0.462  0.005  3.845  0.0041
H  -3.109  2.006  -1.349  0.0207
C  4.363  0.299  1.476  0.1766
H  -1.653  4.420  1.452  0.0041
H  4.097  1.284  5.934  -0.0013
H  -4.530  2.872  -0.735  0.0004
N  -4.081  -1.285  0.462  -0.0072
H  -2.845  3.210  0.877  -0.0051
C  -2.354  -0.434  -3.642  0.0146
H  6.389  -1.930  -4.232  0.0009
Cl  -1.295  -4.838  -3.089  0.0025
C  -1.892  3.358  1.387  0.0365
C  2.221  -0.056  2.637  0.2028
H  0.947  3.370  2.520  0.0014
Sb  -0.473  -0.232  -2.678  0.2781
H  0.521  -2.452  -3.803  0.0060
C  4.167  0.074  -2.957  -0.0074
H  3.778  -2.663  0.946  0.0074
H  5.719  1.031  5.262  0.0117
C  -2.241  4.549  -2.407  -0.0561
C  0.920  -2.596  2.928  0.0354
C  4.906  0.772  2.638  -0.0426
H  4.398  0.874  -3.656  0.0019
H  -0.820  0.168  5.959  0.0012
C  -1.011  2.810  -3.566  -0.0256
H  0.896  3.669  -1.690  0.0026
H  -5.641  -2.352  1.313  0.0001
H  1.461  4.328  1.109  0.0002
H  -0.852  -3.296  3.988  -0.0003
C  4.382  -2.190  -2.263  -0.0086
H  -0.219  4.753  -0.836  0.0112
H  -4.640  1.946  -2.237  -0.0038
C  0.633  -1.399  -4.074  0.0190
C  4.732  1.456  5.066  -0.0060
H  4.959  0.230  0.571  0.0007
H  1.440  -2.892  2.011  -0.0059
C  -2.023  2.829  -4.575  0.1222

Its HOMO-LUMO gap (alpha / beta) is 7.09 / 5.48 eV. As for the spin multiplicity: 6. The HOMO energy (alpha / beta) is -11.448 / -13.126 eV. Its total charge is +2. The LUMO energy (alpha / beta) comes out at -4.353 / -7.648 eV. The relative energy (zero: lowest compared OMol25 entry of this formula, charge and spin) comes out at 0.00 kcal per mole.

Entry 2:
Below is C7H10BBrCl3O3Pt as an isolated structure at a distorted geometry, with properties calculated with wB97M-V/def2-TZVPD.

Last column: Mulliken charge in e.
Cartesian coordinates (Å):
C  1.590  -1.288  0.102  -0.4194
C  -0.501  2.896  -1.460  -0.9237
H  -1.698  -2.337  1.903  0.2298
H  -0.881  0.190  -2.048  0.3969
C  0.690  1.761  -1.452  0.1377
C  -1.877  -1.829  0.864  -0.2988
O  -0.479  0.139  1.114  -0.6114
B  0.111  -0.565  -0.059  0.7451
C  1.802  -2.052  1.552  0.4110
C  0.165  0.210  -1.508  -0.6612
H  2.500  -0.586  -0.146  0.4478
H  -0.301  3.686  -2.332  0.2977
H  -2.881  -2.252  0.380  0.3447
Br  -3.178  0.476  -0.214  -0.0584
Pt  3.174  0.751  2.563  0.8057
H  1.622  -2.150  -0.724  0.3096
Cl  1.813  2.166  -0.035  -0.2266
O  -0.782  -1.776  -0.129  -0.5558
C  -1.932  -0.201  1.197  0.2560
H  -0.512  3.538  -0.453  0.2779
O  2.766  -1.554  2.376  -0.6085
Cl  -2.766  0.368  2.758  -0.1289
Cl  0.864  -3.556  2.120  -0.0677
H  1.312  1.936  -2.456  0.4392
H  0.916  -0.386  -2.212  0.2708
H  -1.540  2.414  -1.700  0.1905

Its HOMO-LUMO gap is 3.37 eV. As for the spin multiplicity: 1. The HOMO energy is -12.524 eV. Its total charge is +1. The LUMO energy comes out at -9.157 eV.

Entry 3:
Below is a 2-piece molecular cluster, C2H3Br2O2Si overall at a distorted geometry, with properties calculated with wB97M-V/def2-TZVPD.

Last column: Mulliken charge in e.
Cartesian coordinates (Å):
O  -1.330  0.433  2.605  -0.5753
O  -1.526  -1.662  1.720  -0.5017
C  2.149  0.342  -0.694  -0.9618
Br  -1.731  1.749  -1.661  -0.3838
H  2.330  -0.532  -0.109  0.3286
H  2.478  0.492  -1.828  0.1999
C  -1.415  -0.468  1.793  0.5840
Br  -1.740  -1.633  -1.431  -0.2868
Si  -0.985  0.052  -0.169  0.2838
H  1.770  1.227  -0.226  0.3132

Its HOMO-LUMO gap (alpha / beta) is 7.69 / 6.38 eV. As for the spin multiplicity: 1. The HOMO energy (alpha / beta) is -4.724 / -3.292 eV. Its total charge is -1. The LUMO energy (alpha / beta) comes out at 2.964 / 3.084 eV. The relative energy (zero: lowest compared OMol25 entry of this formula, charge and spin) comes out at 72.11 kcal per mole.

Entry 4:
Below is a 2-piece molecular cluster, C5H14 overall at a distorted geometry, with properties calculated with wB97M-V/def2-TZVPD.

Last column: Mulliken charge in e.
Cartesian coordinates (Å):
H  -3.156  0.386  0.754  0.2758
C  -3.143  0.021  -0.278  -0.8556
H  3.445  0.121  1.544  0.2789
H  2.187  1.074  2.271  0.3359
H  -2.456  -1.930  0.321  0.2804
H  -4.158  -0.192  -0.601  0.3157
H  0.731  -0.126  -1.558  0.3316
C  1.503  0.043  0.481  0.0224
H  1.246  1.480  -1.178  0.3121
H  0.504  0.193  0.893  0.1732
H  -2.458  -1.713  -1.403  0.3168
H  1.661  -1.039  0.510  0.2550
H  -2.753  0.867  -0.856  0.2536
H  -1.179  -1.007  -0.447  0.0182
C  2.569  0.728  1.311  -1.1259
H  2.438  0.237  -1.496  0.3472
H  2.918  1.640  0.809  0.2958
C  -2.253  -1.200  -0.461  -0.6197
C  1.488  0.426  -0.985  -1.2113

Its SMILES is CCC.CC. Its HOMO-LUMO gap is 12.44 eV. As for the spin multiplicity: 1. The HOMO energy is -11.319 eV. The LUMO energy comes out at 1.121 eV. The relative energy (zero: lowest compared OMol25 entry of this formula, charge and spin) comes out at 4.32 kcal per mole.

Entry 5:
Below is an isolated ion of composition C4H6NO4S and charge -1 at a distorted geometry, with properties calculated with wB97M-V/def2-TZVPD.

Last column: Mulliken charge in e.
Cartesian coordinates (Å):
O  0.829  0.900  -1.648  -0.6355
S  -2.273  -2.517  -1.148  0.6917
O  -3.281  -1.505  -1.130  -0.6177
C  1.517  0.718  0.640  -1.0200
H  -1.363  -2.011  -2.173  0.1175
C  -0.484  -1.633  0.380  0.5688
H  2.485  0.788  0.341  0.3714
H  -1.419  -0.363  -0.996  0.2708
H  1.308  -0.135  1.233  0.3105
C  -0.716  -0.186  -0.110  -0.2175
O  -2.750  -3.848  -1.469  -0.6057
O  0.407  -1.803  1.155  -0.6462
N  -1.304  -2.579  0.062  -0.6325
H  0.973  1.669  1.019  0.2400
C  0.529  0.513  -0.519  0.5322
H  -1.085  0.412  0.696  0.2722

Its SMILES is CC(=O)CC(=O)N=[S@@H](=O)[O-]. Its HOMO-LUMO gap is 9.27 eV. As for the spin multiplicity: 1. The HOMO energy is -5.616 eV. Its total charge is -1. The LUMO energy comes out at 3.652 eV. The relative energy (zero: lowest compared OMol25 entry of this formula, charge and spin) comes out at 31.53 kcal per mole.

Question: Look up the spin multiplicity of the fifth one.
Answer: 1

Question: spin multiplicity of number 2 (C7H10BBrCl3O3Pt)?
Answer: 1

Please write out number 4 again, unchanged.
Below is a 2-piece molecular cluster, C5H14 overall at a distorted geometry, with properties calculated with wB97M-V/def2-TZVPD.

Last column: Mulliken charge in e.
Cartesian coordinates (Å):
H  -3.156  0.386  0.754  0.2758
C  -3.143  0.021  -0.278  -0.8556
H  3.445  0.121  1.544  0.2789
H  2.187  1.074  2.271  0.3359
H  -2.456  -1.930  0.321  0.2804
H  -4.158  -0.192  -0.601  0.3157
H  0.731  -0.126  -1.558  0.3316
C  1.503  0.043  0.481  0.0224
H  1.246  1.480  -1.178  0.3121
H  0.504  0.193  0.893  0.1732
H  -2.458  -1.713  -1.403  0.3168
H  1.661  -1.039  0.510  0.2550
H  -2.753  0.867  -0.856  0.2536
H  -1.179  -1.007  -0.447  0.0182
C  2.569  0.728  1.311  -1.1259
H  2.438  0.237  -1.496  0.3472
H  2.918  1.640  0.809  0.2958
C  -2.253  -1.200  -0.461  -0.6197
C  1.488  0.426  -0.985  -1.2113

Its SMILES is CCC.CC. Its HOMO-LUMO gap is 12.44 eV. As for the spin multiplicity: 1. The HOMO energy is -11.319 eV. The LUMO energy comes out at 1.121 eV. The relative energy (zero: lowest compared OMol25 entry of this formula, charge and spin) comes out at 4.32 kcal per mole.